Record 1
Density functional theory data (wB97M-V/def2-TZVPD) for a structure of composition C9H7NO4S at a distorted geometry.

Results
- Lowest unoccupied orbital energy (spin up / spin down): 0.0214 / -0.0877 Ha
- Orbital gap (spin up / spin down): 8.182 / 6.311 eV
- E_tot: -1100.854442 a.u.
- HOMO energy (spin up / spin down): -7.60 / -8.70 eV
- Charge: 0
- 2S+1: 3

```
22
Properties=species:S:1:pos:R:3:lowdin_charge:R:1
S -1.3170 1.9748 -2.3786 0.675
O -1.0001 2.5877 -0.9289 -0.047
O -2.6512 2.2436 -2.7454 -0.187
O -1.1128 0.3396 -2.0281 -0.003
O -0.3538 2.4599 -3.2564 -0.182
N 1.8493 0.3642 -1.6062 0.158
C 0.4336 -2.1260 2.3587 -0.073
C -0.4570 1.6015 -0.1838 -0.268
C -0.0569 -0.6416 0.0388 -0.210
C -0.0794 -1.9879 -0.0494 0.007
C 0.1649 -2.6874 1.1430 -0.096
C 0.1265 0.0421 1.2441 -0.173
C -0.0999 1.4653 1.1156 0.089
C -0.4068 0.3325 -0.9133 -0.293
C 0.4187 -0.7024 2.4031 0.008
H 0.2528 -0.4390 3.3911 0.085
H 0.1642 -3.8015 1.0290 0.116
H -0.3463 -2.3407 -1.0718 0.146
H 0.5248 -2.7011 3.2764 0.108
H 0.0140 2.1376 1.9240 0.118
H 1.7873 1.2659 -2.0986 0.009
H 2.1452 0.6129 -0.6634 0.012
```

---

Record 2
Density functional theory data (wB97M-V/def2-TZVPD) for the molecule C9H8 at a distorted geometry.

Results
- Lowest unoccupied orbital energy (spin up / spin down): -0.0598 / -0.0532 Ha
- Energy above the lowest of the compared OMol25 structures with the same formula, charge and spin: 167.3 kcal per mole
- Orbital gap (spin up / spin down): 5.744 / 6.750 eV
- E_tot: -347.432954 a.u.
- HOMO energy (spin up / spin down): -7.37 / -8.20 eV
- Charge: 0

```
17
Properties=species:S:1:pos:R:3:lowdin_charge:R:1
C -1.4665 -0.9614 -0.6030 0.136
C 0.1437 -2.9007 -1.4996 -0.042
C -0.9868 2.1889 1.3878 -0.073
C -1.7454 0.1674 0.1091 0.026
C -0.7104 0.9953 0.5257 -0.267
C -0.2558 -1.4945 -1.0456 -0.323
C 0.6351 0.6025 0.1132 -0.276
C 0.7372 -0.6229 -0.6677 0.120
C 1.7309 1.3223 0.3577 0.149
H -0.6293 3.1946 0.8852 0.129
H 0.9999 -2.8170 -2.0606 0.048
H 0.3532 -3.5046 -0.6463 0.074
H 2.5765 0.8923 -0.0190 0.039
H 1.9183 2.1621 1.0257 0.093
H -0.5804 2.1083 2.3083 0.026
H -2.0711 2.1257 1.6758 0.093
H -0.6492 -3.4583 -1.8468 0.048
```